DFT (ωB97M-V with the def2-TZVPD basis set) results for C2H5N3O in the gas phase at a distorted geometry.

Each line ends with the Löwdin charge.
CARTESIAN COORDINATES (ANGSTROEM)
N1 -1.7746 -0.4352 -0.0903  -0.103
N2 -1.3193 0.9174 -0.0617  -0.104
C1 -0.0032 0.9307 -0.0587  -0.242
N3 0.6385 -0.2204 -0.0889  0.007
C2 2.0283 -0.3836 -0.1714  -0.286
O1 2.8373 0.5442 0.0067  0.001
H1 -2.6739 -0.3793 -0.6518  0.092
H2 -2.1910 -0.3980 1.0012  0.164
H3 0.3295 2.0727 -0.0698  0.175
H4 -0.0061 -1.0094 0.0598  0.110
H5 2.1344 -1.6392 0.1248  0.186

Properties
* M: 87.08 g/mol
* charge: 0
* orbital gap: 9.89 eV